{
  "formula": "C20H28N2NiSi",
  "method": "wB97M-V/def2-TZVPD",
  "species": ["C", "C", "C", "H", "C", "C", "H", "H", "H", "H", "Ni", "C", "H", "H", "H", "Si", "C", "C", "H", "C", "H", "C", "H", "C", "H", "C", "H", "C", "C", "H", "C", "H", "C", "H", "C", "H", "C", "H", "H", "H", "N", "C", "C", "N", "H", "H", "H", "H", "H", "H", "H", "H"],
  "xyz": [[1.08, 2.29, 2.22], [0.13, 2.16, 1.15], [-1.19, 2.05, 1.76], [0.30, 2.39, 0.10], [-1.01, 2.16, 3.18], [0.37, 2.30, 3.45], [0.81, 2.52, 4.42], [2.15, 2.48, 2.09], [-2.13, 2.15, 1.21], [-1.81, 2.25, 3.91], [-0.24, 0.16, 1.43], [-1.27, -2.50, -2.66], [-1.98, -2.30, -1.85], [-1.75, -2.26, -3.61], [-0.32, -1.92, -2.64], [-0.25, -0.78, -0.65], [1.52, -0.68, -1.25], [2.26, 0.52, -1.23], [1.85, 1.41, -0.76], [3.52, 0.56, -1.85], [4.08, 1.50, -1.86], [4.03, -0.59, -2.46], [5.00, -0.54, -2.97], [3.33, -1.80, -2.41], [3.73, -2.70, -2.88], [2.09, -1.86, -1.77], [1.54, -2.80, -1.70], [-1.36, 0.38, -1.62], [-0.90, 0.98, -2.80], [0.09, 0.71, -3.21], [-1.69, 1.93, -3.46], [-1.32, 2.38, -4.39], [-2.93, 2.29, -2.94], [-3.54, 3.05, -3.43], [-3.41, 1.68, -1.77], [-4.39, 1.94, -1.36], [-2.64, 0.71, -1.12], [-3.01, 0.22, -0.22], [-0.75, -2.13, -0.27], [-0.97, -3.56, -2.57], [1.31, -0.88, 2.26], [0.83, -1.86, 3.30], [-0.55, -1.49, 3.78], [-1.36, -1.00, 2.61], [1.84, -1.32, 1.50], [1.95, -0.20, 2.66], [0.82, -2.86, 2.84], [1.55, -1.87, 4.13], [-1.04, -2.35, 4.25], [-0.50, -0.68, 4.52], [-2.19, -0.49, 2.92], [-1.67, -1.77, 2.01]],
  "homo_energy_ev": [-5.38, -7.36],
  "lumo_ev": [0.43, 0.41],
  "gap_ev": [5.8, 7.8],
  "energy_ha": -2686.11832,
  "s_squared": 2.02,
  "multiplicity": 3,
  "e_above_lowest_kcal_mol": 0.00
}